(1)
{"formula": "C8H14N2O2PS", "method": "the ωB97M-V functional and the def2-TZVPD basis", "symbols": ["C", "C", "C", "C", "C", "C", "C", "C", "N", "N", "O", "O", "P", "S", "H", "H", "H", "H", "H", "H", "H", "H", "H", "H", "H", "H", "H", "H"], "xyz": [[0.01010, -1.38905, -0.10777], [-0.16752, -0.06148, -0.00986], [0.46041, -1.49764, -2.42328], [-0.59562, 0.61498, 1.17306], [0.81782, 1.10660, 3.74995], [-1.62464, 3.12781, -1.33567], [1.16289, -3.92534, -3.86897], [-0.58353, 0.69366, 3.61632], [0.13954, 0.78804, -1.06413], [0.41047, -2.12277, -1.30188], [-0.82208, 2.00354, 0.99373], [-0.70587, 0.02724, 2.32063], [-0.29242, 2.29599, -0.60387], [0.87445, -2.06098, -3.94945], [-0.18051, -1.95417, 0.79804], [1.06302, 1.80121, 4.45230], [1.71171, 0.45382, 3.78940], [1.09374, 1.72612, 2.85378], [-1.91814, 3.80430, -0.53804], [-2.33168, 2.34711, -1.42346], [-1.22599, 3.46557, -2.27006], [0.21796, -4.29508, -4.03873], [1.49736, -4.10662, -2.85664], [1.90143, -4.25757, -4.70036], [-1.25051, 1.47794, 3.69270], [-0.87145, -0.04294, 4.33915], [0.51188, -3.17971, -1.16032], [0.69716, 3.15940, -0.12658]], "atomic_forces_ev_per_a": [[0.279, -2.373, -0.466], [0.604, 1.136, -1.378], [0.502, 1.100, -3.438], [-0.413, 1.449, 1.073], [2.687, 0.389, -3.169], [0.970, -0.079, 0.807], [2.427, 1.683, -1.139], [1.092, -1.573, 0.183], [-1.035, 3.709, 0.391], [-0.835, -1.274, 3.891], [0.392, -3.788, 0.727], [-0.462, 0.422, -1.445], [1.521, -3.446, 1.346], [-0.008, -0.650, 1.242], [0.098, -0.393, -0.283], [-0.212, 1.873, 2.685], [-1.255, -0.821, 0.064], [-0.434, -0.425, 0.324], [-0.222, 0.809, -0.557], [-1.098, -0.668, -0.542], [-0.483, 0.874, -0.661], [-1.924, -1.341, -0.367], [0.382, -0.502, -0.052], [-1.198, 0.630, 1.700], [-1.347, 1.776, -0.168], [-0.224, -0.613, 0.120], [-0.041, 1.656, -0.051], [0.236, 0.440, -0.836]], "e_above_lowest_kcal_mol": 76.7, "gap_ha": [0.2167, 0.2167], "homo_energy_ev": [-10.465, -10.464], "total_charge": 1, "energy_ev": -35711.0729, "e_lumo_ev": [-4.57, -4.57]}

---

(2)
{"formula": "C3H7N2", "method": "the ωB97M-V functional and the def2-TZVPD basis", "symbols": ["C", "C", "C", "N", "N", "H", "H", "H", "H", "H", "H", "H"], "xyz": [[1.43807, -0.04870, -0.11356], [0.70955, 1.23960, -0.18177], [0.07445, 0.04118, 0.33319], [2.55638, -0.57914, -0.07933], [-1.09952, -0.53604, -0.35069], [1.03627, 1.95124, 0.50682], [0.29714, 1.64460, -1.20109], [0.25858, -0.38774, 1.97793], [2.37318, -1.55855, 0.03601], [-1.42701, -1.31489, 0.17966], [-0.91948, -0.80830, -1.35885], [-1.76315, 0.26025, -0.32703]], "atomic_forces_ev_per_a": [[-0.363, 1.376, -0.712], [0.068, 1.175, -2.535], [0.440, -3.588, 4.712], [0.162, -0.066, -0.987], [0.232, 1.608, -1.007], [0.151, 1.489, 0.841], [1.010, -0.791, 1.895], [-1.141, 1.393, -4.211], [0.597, -1.097, 0.681], [-0.659, -0.854, 0.284], [-0.152, 0.281, 1.273], [-0.346, -0.927, -0.234]], "e_above_lowest_kcal_mol": 117.7, "gap_ha": 0.3388, "homo_energy_ev": -14.104, "total_charge": 1, "energy_ev": -6192.4072, "e_lumo_ev": -4.89}

---

(3)
{"formula": "C15H11N2O12PS2", "method": "the ωB97M-V functional and the def2-TZVPD basis", "symbols": ["O", "O", "O", "O", "O", "O", "O", "O", "O", "O", "N", "N", "O", "O", "C", "C", "C", "C", "C", "C", "C", "C", "C", "C", "C", "C", "C", "C", "C", "P", "S", "S", "H", "H", "H", "H", "H", "H", "H", "H", "H", "H", "H"], "xyz": [[5.33535, -2.64002, -1.07856], [1.38754, -5.53285, -3.40842], [-6.98210, 3.05454, 1.41702], [-7.22736, 2.74633, -0.98144], [-0.42798, 3.34370, 2.19764], [-2.47780, 3.74756, 3.37561], [2.85116, -3.73059, -4.03051], [0.41231, -3.56656, -4.35881], [-7.33287, 0.88535, 0.48885], [-1.39818, 1.61636, 3.61599], [-0.12710, -0.00722, -0.30715], [-0.74900, 0.85542, 0.44679], [5.23586, -0.92616, 0.91216], [1.33766, -3.34820, -2.00203], [4.09002, -2.55431, -1.20330], [-2.90749, 0.64187, -0.70463], [1.86865, 0.41468, 0.98621], [-4.27546, 0.98926, -0.73834], [-4.07508, 2.22582, 1.30578], [1.21901, -0.29253, -0.03824], [-2.09301, 1.14250, 0.34308], [3.92420, -0.74775, 0.55825], [3.32830, -1.52146, -0.47435], [3.19733, 0.20749, 1.26515], [1.94440, -1.27606, -0.77419], [-4.87922, 1.79185, 0.27415], [-2.68155, 1.96190, 1.31867], [3.85758, 1.07674, 2.32772], [1.33255, -1.92072, -2.02790], [1.49625, -4.05552, -3.49746], [-6.67513, 2.18011, 0.28136], [-1.69685, 2.71447, 2.68645], [5.59290, -1.56165, 0.25222], [3.63862, -3.30928, -1.82360], [-2.49711, 0.03111, -1.51518], [1.38318, 1.20194, 1.58254], [-4.88743, 0.59273, -1.51849], [-4.51002, 2.78468, 2.14009], [4.06877, 0.48227, 3.22798], [3.28296, 1.96847, 2.57704], [4.82680, 1.40363, 1.94790], [0.33801, -1.50966, -2.20116], [1.95134, -1.56024, -2.84489]], "atomic_forces_ev_per_a": [[-0.851, 0.456, 0.369], [-0.282, -2.637, 2.173], [1.389, 0.295, -0.168], [2.086, -0.031, 0.485], [-1.754, -1.055, -0.616], [-1.052, -0.359, -0.996], [2.758, 1.907, 0.317], [-2.758, 2.523, -1.198], [0.949, -0.677, 0.001], [-0.467, -0.349, -0.837], [-3.779, 1.406, 0.452], [4.358, -1.914, -0.282], [-0.453, 0.204, -0.151], [0.066, 1.271, 1.305], [1.801, 0.087, 0.630], [-1.388, 0.723, 0.234], [0.297, 0.288, 0.130], [0.665, 0.233, 0.840], [0.701, 0.396, 0.559], [0.771, 0.281, 0.701], [-1.150, -0.532, -1.396], [0.437, -0.711, -0.355], [-1.179, 0.560, 0.395], [0.040, 0.721, 0.635], [-0.326, 0.154, -0.311], [0.390, -0.384, -0.983], [-0.240, 0.463, 0.359], [0.556, -0.668, -0.347], [0.010, -0.450, 0.402], [0.387, -2.056, -2.214], [-3.568, -0.336, -0.121], [2.935, 1.080, 2.031], [-0.005, -0.219, -0.243], [-0.880, -0.011, -0.610], [0.015, 0.178, 0.526], [-0.323, -0.504, -0.562], [-0.344, -0.081, -0.457], [0.245, -0.007, -0.420], [-0.109, 0.243, -0.034], [-0.239, -0.259, -0.010], [0.133, 0.062, 0.070], [-0.072, -0.243, 0.133], [0.228, -0.049, -0.436]], "e_above_lowest_kcal_mol": 0.0, "gap_ha": 0.1442, "homo_energy_ev": 3.663, "total_charge": -4, "energy_ev": -74239.2888, "e_lumo_ev": 7.59}

---

(4)
{"formula": "C5H8N2O3S", "method": "the ωB97M-V functional and the def2-TZVPD basis", "symbols": ["C", "C", "C", "C", "C", "N", "N", "O", "O", "O", "S", "H", "H", "H", "H", "H", "H", "H", "H"], "xyz": [[1.83612, 1.06267, 1.21419], [0.54042, 0.90929, 1.42018], [2.34447, 0.86736, -0.13304], [0.36528, -0.01729, -0.74837], [-1.66326, 0.36905, 0.28461], [1.62351, 0.38052, -1.13843], [-0.24773, 0.43908, 0.43533], [-0.51833, -2.66745, -0.20766], [1.47737, -2.68887, -1.87694], [1.73804, -1.97953, 0.59190], [0.75658, -2.01566, -0.46028], [2.57993, 1.21897, 1.95828], [0.15092, 1.07474, 2.40800], [3.32999, 1.11694, -0.42592], [-0.32765, 0.08320, -1.59976], [-1.83256, 0.80650, -0.68193], [-1.96274, -0.66867, 0.22065], [-2.16671, 0.68454, 1.19521], [2.25223, -2.14569, -2.04445]], "atomic_forces_ev_per_a": [[2.292, -0.103, -1.716], [-0.858, -0.405, 0.866], [-2.152, -1.007, -1.324], [0.045, -1.494, -1.285], [-0.449, -0.852, 1.311], [1.977, 1.938, 2.204], [0.968, -0.148, -1.041], [1.199, -0.176, -0.614], [-1.630, 0.563, 1.937], [0.205, -0.474, -0.366], [-1.157, 0.379, -0.686], [-0.021, 0.460, 0.692], [-0.615, 0.049, 0.086], [1.016, 0.368, 0.160], [0.115, -0.634, 0.382], [-1.170, 0.797, 0.042], [0.020, -0.470, -0.254], [-0.189, 0.919, -0.401], [0.403, 0.289, 0.008]], "e_above_lowest_kcal_mol": 55.4, "gap_ha": 0.3088, "homo_energy_ev": -8.246, "energy_ev": -25270.2685, "e_lumo_ev": 0.16}

---

(5)
{"formula": "C15H12ClN3O8S", "method": "the ωB97M-V functional and the def2-TZVPD basis", "symbols": ["C", "H", "H", "H", "O", "C", "O", "C", "C", "C", "C", "C", "C", "C", "N", "O", "O", "H", "N", "O", "O", "H", "H", "C", "O", "O", "C", "H", "H", "H", "C", "C", "C", "N", "C", "Cl", "S", "H", "H", "H"], "xyz": [[2.60474, 3.11010, -2.38469], [3.24140, 3.98354, -2.13263], [1.80541, 3.48226, -3.03346], [3.23621, 2.47624, -3.15638], [2.24770, 2.19572, -1.44823], [1.59891, 1.10173, -1.44313], [1.32266, 0.60520, -2.41023], [1.41369, 0.47020, -0.28309], [0.37021, -0.63642, -0.40255], [-0.61842, -0.53770, -1.18337], [-1.65873, -1.28288, -1.34809], [-1.57350, -2.59119, -0.79282], [-0.40184, -3.06848, 0.07977], [0.52207, -1.78385, 0.43348], [1.48669, -2.16046, 1.28423], [1.72140, -3.32520, 1.73625], [1.97006, -1.35974, 2.08839], [-0.36799, -3.87429, 0.81070], [-2.34272, -3.63303, -0.95739], [-3.35424, -3.48253, -1.58028], [-2.36662, -4.75350, -0.33184], [-2.55179, -1.24220, -1.88130], [-0.76840, 0.54647, -1.66182], [2.79227, -0.07265, 0.22525], [3.20236, -1.00080, -0.66259], [3.71670, 0.74508, 0.68857], [4.97914, 0.10020, 0.93531], [5.54236, 1.31121, 1.28638], [4.88423, -0.55484, 1.78670], [5.45431, -0.11992, 0.08481], [1.04400, 1.53949, 0.91938], [-0.34876, 1.98120, 0.61445], [-0.61980, 3.17652, 0.07963], [-1.99412, 3.28549, -0.05102], [-2.71533, 2.46492, 0.57408], [-4.32515, 2.76497, 0.68793], [-1.73773, 1.24096, 1.15317], [0.04422, 3.83718, -0.12812], [1.04451, 0.92942, 1.93100], [1.65703, 2.35619, 1.09962]], "atomic_forces_ev_per_a": [[1.956, -1.198, -5.246], [-0.549, -0.945, 1.048], [-0.433, -0.119, 0.530], [-0.816, 1.477, 1.077], [1.601, 4.211, 5.022], [2.964, 4.275, -1.292], [-2.995, -4.404, -9.498], [-0.155, -1.366, 11.053], [7.526, -1.859, 6.616], [-3.852, 8.060, -5.185], [-2.401, -7.030, 0.860], [8.925, 1.002, 4.316], [-0.528, 7.943, -0.254], [-5.184, -4.535, -5.566], [3.272, -3.259, 8.022], [-1.516, 0.109, -3.783], [0.379, 3.712, -1.438], [-0.057, -0.232, -0.882], [-7.294, -7.256, 1.206], [-1.737, 2.169, -3.010], [3.142, 2.002, -0.093], [-1.185, 1.333, -1.201], [0.502, -2.568, 0.788], [2.798, -3.418, -8.959], [-1.731, 2.788, 5.194], [-2.134, -0.786, 1.225], [0.179, 6.911, 4.077], [-0.985, -4.209, -0.566], [0.331, -0.360, -0.169], [1.540, -1.648, -3.016], [-2.828, -4.526, 1.176], [2.225, 0.793, 1.198], [-6.294, -5.196, 0.901], [1.161, 4.616, -1.319], [1.866, 0.221, -0.896], [-2.269, -0.504, 0.405], [-0.827, -2.992, 2.078], [3.778, 4.476, -1.873], [0.092, 1.019, -2.070], [1.533, 1.291, -0.477]], "gap_ha": 0.2709, "homo_energy_ev": -9.641, "energy_ev": -59940.1519, "e_lumo_ev": -2.27}

---

Please write out number 4 again, unchanged.
{"formula": "C5H8N2O3S", "method": "the ωB97M-V functional and the def2-TZVPD basis", "symbols": ["C", "C", "C", "C", "C", "N", "N", "O", "O", "O", "S", "H", "H", "H", "H", "H", "H", "H", "H"], "xyz": [[1.83612, 1.06267, 1.21419], [0.54042, 0.90929, 1.42018], [2.34447, 0.86736, -0.13304], [0.36528, -0.01729, -0.74837], [-1.66326, 0.36905, 0.28461], [1.62351, 0.38052, -1.13843], [-0.24773, 0.43908, 0.43533], [-0.51833, -2.66745, -0.20766], [1.47737, -2.68887, -1.87694], [1.73804, -1.97953, 0.59190], [0.75658, -2.01566, -0.46028], [2.57993, 1.21897, 1.95828], [0.15092, 1.07474, 2.40800], [3.32999, 1.11694, -0.42592], [-0.32765, 0.08320, -1.59976], [-1.83256, 0.80650, -0.68193], [-1.96274, -0.66867, 0.22065], [-2.16671, 0.68454, 1.19521], [2.25223, -2.14569, -2.04445]], "atomic_forces_ev_per_a": [[2.292, -0.103, -1.716], [-0.858, -0.405, 0.866], [-2.152, -1.007, -1.324], [0.045, -1.494, -1.285], [-0.449, -0.852, 1.311], [1.977, 1.938, 2.204], [0.968, -0.148, -1.041], [1.199, -0.176, -0.614], [-1.630, 0.563, 1.937], [0.205, -0.474, -0.366], [-1.157, 0.379, -0.686], [-0.021, 0.460, 0.692], [-0.615, 0.049, 0.086], [1.016, 0.368, 0.160], [0.115, -0.634, 0.382], [-1.170, 0.797, 0.042], [0.020, -0.470, -0.254], [-0.189, 0.919, -0.401], [0.403, 0.289, 0.008]], "e_above_lowest_kcal_mol": 55.4, "gap_ha": 0.3088, "homo_energy_ev": -8.246, "energy_ev": -25270.2685, "e_lumo_ev": 0.16}